<i>
The following is a DFT calculation (ωB97M-V/def2-TZVPD) of a cluster of 8 separate species, C6H28O8 in total.

## Properties
- HOMO energy (hartree) = -0.3624
- molar mass (g/mol) = 228.28
- structure (SMILES) = CO.CO.CO.CO.CO.CO.O.O

CARTESIAN COORDINATES (ANGSTROEM)
C1 7.307 7.263 8.291
O1 6.576 6.213 7.573
H1 7.094 7.199 9.359
H2 8.374 7.120 8.121
H3 7.041 8.253 7.921
H4 7.174 5.467 7.486
C2 11.692 10.208 4.005
O2 11.816 10.137 5.369
H5 12.654 9.885 3.607
H6 10.899 9.597 3.571
H7 11.516 11.200 3.589
H8 12.684 10.408 5.676
C3 8.867 10.684 7.294
O3 9.621 11.458 6.371
H9 8.039 11.238 7.735
H10 8.354 9.871 6.781
H11 9.482 10.286 8.102
H12 10.469 11.016 6.288
C4 9.839 15.475 6.687
O4 10.648 14.320 6.589
H13 9.249 15.544 5.773
H14 9.101 15.427 7.489
H15 10.414 16.400 6.733
H16 10.086 13.542 6.606
C5 10.240 6.777 5.314
O5 10.540 7.644 6.441
H17 9.217 6.919 4.966
H18 10.916 6.928 4.472
H19 10.473 5.761 5.633
H20 10.783 8.512 6.114
C6 6.209 9.629 4.415
O6 4.870 10.053 4.384
H21 6.893 10.325 4.901
H22 6.334 8.607 4.775
H23 6.643 9.615 3.414
H24 4.228 9.362 4.202
O7 8.249 11.973 3.568
H25 8.618 11.870 4.445
H26 8.437 11.143 3.130
O8 5.103 11.123 9.172
H27 5.242 11.383 8.261
H28 4.238 11.470 9.391

***

<ii>
The following is a DFT calculation (ωB97M-V/def2-TZVPD) of a cluster of 8 separate species, C6H28O8 in total.

## Properties
- HOMO energy (hartree) = -0.3551
- molar mass (g/mol) = 228.28
- structure (SMILES) = CCO.CCO.CO.CO.O.O.O.O

CARTESIAN COORDINATES (ANGSTROEM)
C1 32.282 -27.496 -2.925
O1 31.759 -28.296 -1.859
H1 32.185 -26.455 -2.618
H2 33.333 -27.713 -3.104
H3 31.691 -27.611 -3.837
H4 31.976 -29.224 -2.029
C2 27.353 -28.930 -3.775
O2 26.791 -27.950 -2.922
H5 26.553 -29.540 -4.192
H6 27.896 -28.450 -4.597
H7 28.058 -29.563 -3.233
H8 27.270 -28.002 -2.085
C3 30.109 -30.973 0.782
C4 29.565 -30.333 2.057
O3 30.032 -31.005 3.221
H9 29.734 -30.435 -0.099
H10 29.750 -31.999 0.685
H11 31.198 -30.947 0.753
H12 28.482 -30.434 2.081
H13 29.841 -29.279 2.082
H14 30.846 -30.577 3.496
C5 30.502 -31.262 -2.738
C6 31.879 -31.866 -2.598
O4 32.891 -30.834 -2.636
H15 30.481 -30.689 -3.676
H16 30.224 -30.583 -1.938
H17 29.772 -32.057 -2.879
H18 32.030 -32.575 -3.424
H19 31.988 -32.471 -1.688
H20 33.737 -31.283 -2.708
O5 28.505 -25.151 -0.630
H21 28.971 -24.312 -0.581
H22 27.596 -24.950 -0.383
O6 29.388 -26.806 2.165
H23 28.619 -27.029 1.629
H24 30.004 -26.398 1.544
O7 31.907 -26.769 0.527
H25 31.704 -25.850 0.323
H26 31.953 -27.213 -0.333
O8 28.937 -27.969 -0.993
H27 29.844 -28.237 -1.194
H28 28.994 -27.032 -0.758

***

Stability summary - winner: <ii>; margin: 213.0 kJ/mol.

***

<i>
The following is a DFT calculation (ωB97M-V/def2-TZVPD) of the molecule C3H3FN2O2.

## Properties
- HOMO energy (hartree) = -0.2982
- molar mass (g/mol) = 118.07
- structure (SMILES) = O/N=c1/cc(F)[nH]o1

CARTESIAN COORDINATES (ANGSTROEM)
C1 -0.470 -0.153 0.062
C2 0.644 -0.995 0.134
C3 1.681 -0.176 -0.017
H1 -3.594 -0.264 -0.280
H2 0.502 -2.038 0.108
H3 1.563 1.926 0.395
N1 -1.674 -0.637 -0.113
N2 1.250 1.151 -0.182
O1 -2.741 0.278 -0.078
O2 -0.150 1.170 0.099
F1 2.988 -0.261 -0.129

***

<ii>
The following is a DFT calculation (ωB97M-V/def2-TZVPD) of the molecule C3H3FN2O2.

## Properties
- HOMO energy (hartree) = -0.3532
- molar mass (g/mol) = 118.07
- structure (SMILES) = Cn1nc(F)oc1=O

CARTESIAN COORDINATES (ANGSTROEM)
C1 1.356 -0.832 -0.024
C2 -1.928 0.202 -0.121
C3 0.034 1.142 -0.004
H1 2.259 -0.108 -0.371
H2 1.971 -1.250 0.946
H3 1.035 -1.775 -0.742
N1 0.086 -0.183 0.124
N2 -1.154 -0.841 0.040
O1 -1.387 1.450 -0.117
O2 0.880 2.009 0.120
F1 -3.151 0.186 0.151

***

Stability summary - winner: <ii>; margin: 239.8 kJ/mol.

***

<i>
The following is a DFT calculation (ωB97M-V/def2-TZVPD) of the molecule C22H25N3O4.

## Properties
- HOMO energy (hartree) = -0.3127
- molar mass (g/mol) = 395.46
- structure (SMILES) = Cc1c(O[C@@H](C)C(=O)NCCCn2ccnc2)ccc2c3c(c(=O)oc12)CCC3

CARTESIAN COORDINATES (ANGSTROEM)
C1 1.249 3.284 -1.101
C2 1.094 2.092 -0.209
C3 2.098 1.127 -0.113
C4 1.952 0.006 0.728
C5 0.781 -0.125 1.475
C6 -0.220 0.816 1.387
C7 -0.070 1.923 0.548
O1 -1.011 2.897 0.387
C8 -2.254 2.769 1.058
C9 -3.043 4.050 0.804
H1 -4.010 3.984 1.295
H2 -2.498 4.903 1.201
H3 -3.192 4.197 -0.262
C10 -3.045 1.561 0.528
O2 -3.709 0.849 1.249
N1 -2.926 1.407 -0.803
H4 -2.318 2.040 -1.301
C11 -3.523 0.324 -1.548
C12 -2.459 -0.556 -2.205
H5 -2.950 -1.264 -2.875
C13 -1.625 -1.328 -1.174
N2 -2.369 -2.402 -0.579
C14 -3.106 -2.378 0.560
N3 -3.688 -3.520 0.790
C15 -3.329 -4.333 -0.238
C16 -2.514 -3.660 -1.099
H6 -2.029 -3.957 -2.006
H7 -3.677 -5.345 -0.289
H8 -3.195 -1.510 1.183
H9 -1.293 -0.649 -0.383
H10 -0.738 -1.746 -1.661
H11 -1.790 0.069 -2.801
H12 -4.122 -0.257 -0.841
H13 -4.186 0.736 -2.316
H14 -2.105 2.642 2.138
H15 -1.114 0.682 1.974
H16 0.660 -0.977 2.125
C17 3.042 -0.917 0.746
C18 4.150 -0.695 -0.001
C19 4.287 0.460 -0.856
O3 5.231 0.733 -1.555
O4 3.210 1.317 -0.864
C20 5.181 -1.762 0.191
H17 5.598 -2.099 -0.757
H18 6.007 -1.370 0.790
C21 4.407 -2.865 0.936
H19 5.017 -3.352 1.693
H20 4.083 -3.626 0.225
C22 3.172 -2.176 1.547
H21 2.279 -2.798 1.489
H22 3.333 -1.922 2.598
H23 0.857 4.170 -0.608
H24 0.690 3.140 -2.026
H25 2.295 3.431 -1.351

***

<ii>
The following is a DFT calculation (ωB97M-V/def2-TZVPD) of a cluster of 2 separate species, C22H25N3O4 in total.

## Properties
- HOMO energy (hartree) = -0.2376
- molar mass (g/mol) = 395.46

CARTESIAN COORDINATES (ANGSTROEM)
C1 -4.260 0.586 3.342
C2 -2.990 1.391 3.342
O1 -1.841 0.521 3.344
C3 -0.703 1.273 3.308
C4 0.473 0.408 3.299
N1 1.737 0.923 3.277
O2 2.730 0.118 3.333
O3 1.915 2.161 3.193
O4 -0.746 2.493 3.287
H1 -5.094 1.290 3.336
H2 -4.353 -0.038 2.450
H3 -4.359 -0.030 4.239
H4 -2.959 2.025 2.450
H5 -2.963 2.034 4.228
H6 0.382 -0.666 3.358
C5 -5.156 0.194 -2.137
N2 -3.903 -0.199 -2.748
C6 -4.058 -0.904 -4.004
C7 -2.658 0.095 -2.182
C8 -2.021 -0.828 -1.315
C9 -0.787 -0.533 -0.767
C10 -0.124 0.688 -1.054
C11 1.214 0.947 -0.603
C12 2.192 -0.040 -0.521
C13 3.543 0.108 0.020
C14 4.174 1.156 0.665
C15 5.526 1.003 1.016
C16 6.224 -0.182 0.724
C17 5.587 -1.252 0.066
C18 4.247 -1.084 -0.258
N3 3.362 -1.950 -0.928
C19 3.672 -3.264 -1.457
C20 2.149 -1.354 -1.066
C21 -0.806 1.633 -1.865
C22 -2.021 1.335 -2.446
H7 -4.963 0.723 -1.196
H8 -5.724 0.851 -2.815
H9 -5.777 -0.693 -1.935
H10 -3.075 -1.164 -4.413
H11 -4.647 -1.823 -3.857
H12 -4.600 -0.276 -4.730
H13 -2.519 -1.779 -1.110
H14 -0.299 -1.259 -0.116
H15 1.544 1.976 -0.446
H16 3.600 2.051 0.899
H17 6.032 1.819 1.530
H18 7.269 -0.273 1.017
H19 6.090 -2.182 -0.189
H20 4.710 -3.506 -1.225
H21 3.010 -4.024 -1.023
H22 3.525 -3.292 -2.546
H23 1.336 -1.840 -1.601
H24 -0.320 2.590 -2.055
H25 -2.513 2.043 -3.116

***

Stability summary - winner: <i>; margin: 697.4 kJ/mol.